No. 1
The following is a DFT calculation (the ωB97M-V functional and the def2-TZVPD basis) of a structure of composition C17H24ClNOs.

Output
- ΔE to the lowest compared entry with this formula, charge and spin: 0.0 kcal/mol
- Frontier orbital gap (spin up / spin down): 6.11 / 4.17 eV
- DFT total energy: -1266.93923 Eh

```
! wB97M-V def2-TZVPD RIJCOSX def2/J DEFGRID3
* xyz 2 5
C 0.32 1.02 -4.85
C 1.67 1.53 -5.39
C 0.06 -0.44 -5.26
C -0.82 1.96 -5.29
Cl 0.40 1.17 -3.12
H 0.04 -0.45 -6.35
H -0.89 -0.84 -4.89
H 0.84 -1.13 -4.92
H 1.66 1.61 -6.48
H 2.48 0.86 -5.10
H 1.87 2.53 -4.99
H -0.83 2.05 -6.38
H -0.65 2.96 -4.87
H -1.79 1.60 -4.95
C 1.70 -1.39 2.21
C 0.97 -2.45 1.61
C 0.77 -2.13 0.24
H 0.59 -3.34 2.11
C 1.35 -0.85 -0.02
C 1.93 -0.39 1.20
H 2.32 0.61 1.36
H 1.98 -1.34 3.26
H 0.22 -2.74 -0.47
H 1.26 -0.29 -0.95
C -2.04 0.54 1.76
C -2.25 -0.82 2.17
C -2.03 -1.65 1.03
H -2.50 -1.15 3.17
C -1.68 -0.81 -0.07
C -1.69 0.54 0.38
H -1.43 1.41 -0.22
H -2.10 1.41 2.41
H -2.04 -2.73 1.03
H -1.38 -1.13 -1.06
Os -0.22 -0.66 1.46
C 0.61 0.54 6.52
C -0.28 0.24 5.29
C 0.15 0.99 4.13
N 0.53 1.67 3.25
H 1.62 0.15 6.34
H 0.20 0.05 7.42
H 0.64 1.62 6.68
H -0.24 -0.85 5.06
H -1.34 0.48 5.51
*
```

---

No. 2
The following is a DFT calculation (the ωB97M-V functional and the def2-TZVPD basis) of an isolated molecule of C17H24F2N2O.

Output
- SMILES: OCC[C@@H]1CN(CC2CC2)CCN1Cc1ccc(F)c(F)c1
- ΔE to the lowest compared entry with this formula, charge and spin: 47.1 kcal/mol
- Frontier orbital gap: 9.48 eV
- DFT total energy: -1046.60850 Eh

```
! wB97M-V def2-TZVPD RIJCOSX def2/J DEFGRID3
* xyz 0 1
O -2.66 -3.35 -0.56
C -2.96 -2.68 0.63
C -1.72 -2.41 1.49
C -0.79 -1.31 0.92
C -1.39 0.07 1.22
N -0.82 1.07 0.33
C -1.10 2.43 0.75
C -0.22 3.41 0.00
C -0.49 4.88 0.13
C -0.75 4.18 -1.17
C -1.29 0.77 -1.01
C -0.62 -0.51 -1.50
N -0.52 -1.57 -0.49
C 0.68 -2.36 -0.68
C 2.01 -1.68 -0.38
C 3.18 -2.42 -0.55
C 4.42 -1.86 -0.30
C 4.51 -0.55 0.13
F 5.71 -0.01 0.37
C 3.35 0.19 0.30
F 3.42 1.47 0.71
C 2.11 -0.36 0.06
H -1.93 -2.86 -0.96
H -3.48 -1.73 0.41
H -3.66 -3.32 1.18
H -1.16 -3.35 1.55
H -2.02 -2.13 2.49
H 0.15 -1.37 1.48
H -1.15 0.33 2.25
H -2.49 0.05 1.12
H -0.87 2.50 1.82
H -2.16 2.69 0.61
H 0.81 3.10 -0.04
H 0.35 5.55 0.19
H -1.34 5.19 0.72
H -0.09 4.38 -2.00
H -1.78 4.03 -1.46
H -1.02 1.58 -1.68
H -2.39 0.66 -1.02
H -1.19 -0.91 -2.35
H 0.38 -0.25 -1.86
H 0.70 -2.70 -1.72
H 0.60 -3.25 -0.05
H 3.11 -3.44 -0.88
H 5.33 -2.43 -0.43
H 1.24 0.26 0.21
*
```

---

No. 3
The following is a DFT calculation (the ωB97M-V functional and the def2-TZVPD basis) of a structure of composition C17H24F3HfN9O4S3.

Output
- ΔE to the lowest compared entry with this formula, charge and spin: 0.0 kcal/mol
- Frontier orbital gap: 7.73 eV
- DFT total energy: -2997.89921 Eh

```
! wB97M-V def2-TZVPD RIJCOSX def2/J DEFGRID3
* xyz 2 1
Hf -0.52 -0.02 -0.06
C 5.72 -2.67 -0.76
C 4.57 -2.21 0.18
N 3.27 -2.39 -0.44
C 2.28 -1.51 -0.42
S 0.89 -1.92 -1.37
N 2.39 -0.35 0.23
N 1.52 0.62 -0.28
C 1.98 1.83 -0.45
C 3.32 2.30 -0.04
C 0.99 2.75 -1.06
C 1.24 4.13 -1.24
C 0.21 4.92 -1.67
C -0.98 4.29 -2.14
C -1.07 2.90 -2.05
N -0.15 2.16 -1.49
H 6.69 -2.48 -0.26
H 5.66 -2.15 -1.71
H 5.60 -3.73 -0.97
H 4.79 -1.18 0.53
H 4.62 -2.82 1.11
H 3.07 -3.25 -0.96
H 3.96 1.43 0.28
H 3.26 3.00 0.81
H 3.82 2.76 -0.87
H 2.23 4.56 -1.06
H 0.39 5.99 -1.71
H -1.79 4.82 -2.60
H -1.93 2.37 -2.39
N 1.60 -0.38 3.06
C 0.47 -1.04 3.32
N 0.12 -1.37 4.57
S -0.50 -1.65 1.94
H 2.26 -0.14 3.79
H 1.97 -0.40 2.08
H 0.86 -1.38 5.26
H -0.72 -1.87 4.78
F -2.02 0.69 3.43
C -2.24 2.00 3.03
F -3.53 2.37 3.28
F -1.37 2.73 3.78
S -1.76 2.08 1.27
O -0.35 1.48 1.50
O -1.80 3.43 0.77
O -2.45 1.00 0.38
C -3.33 -1.20 -3.88
N -3.44 -1.61 -2.48
C -4.42 -2.53 -2.08
C -4.43 -2.95 -0.78
C -3.49 -2.43 0.12
N -2.54 -1.61 -0.31
C -2.57 -1.16 -1.56
O -1.61 -0.35 -1.84
N -3.52 -2.65 1.43
H -2.93 -2.01 -4.49
H -2.63 -0.35 -3.89
H -4.29 -0.88 -4.26
H -5.15 -2.87 -2.84
H -5.20 -3.65 -0.46
H -4.16 -3.22 1.94
H -2.80 -2.22 2.00
*
```

---

No. 4
The following is a DFT calculation (the ωB97M-V functional and the def2-TZVPD basis) of a structure of composition C17H24F4Mn2O11S.

Output
- ΔE to the lowest compared entry with this formula, charge and spin: 0.0 kcal/mol
- Frontier orbital gap (spin up / spin down): 7.06 / 7.07 eV
- DFT total energy: -4589.11094 Eh

```
! wB97M-V def2-TZVPD RIJCOSX def2/J DEFGRID3
* xyz 2 11
Mn 24.22 -12.15 -20.71
Mn 22.50 -15.66 -20.86
F 23.10 -13.77 -21.31
C 25.29 -15.02 -17.30
F 25.93 -14.12 -16.61
F 26.10 -15.50 -18.25
F 24.89 -16.03 -16.59
S 23.80 -14.27 -18.13
O 24.39 -13.23 -19.00
O 23.24 -15.37 -18.93
O 22.89 -13.82 -17.12
O 22.57 -11.24 -19.81
C 21.66 -10.65 -19.24
O 21.60 -10.77 -17.93
C 20.61 -9.86 -17.38
C 19.98 -9.11 -18.56
C 20.54 -9.83 -19.80
H 21.13 -9.20 -16.69
H 19.86 -10.43 -16.84
H 20.08 -8.03 -18.59
H 18.90 -9.25 -18.44
H 20.94 -9.11 -20.51
H 19.80 -10.47 -20.27
O 24.21 -11.79 -26.62
C 24.56 -12.54 -25.76
O 25.84 -12.90 -25.56
C 25.94 -13.97 -24.62
C 24.49 -14.47 -24.46
C 23.62 -13.29 -24.83
H 26.34 -13.59 -23.68
H 26.55 -14.79 -25.01
H 24.32 -14.87 -23.46
H 24.36 -15.36 -25.08
H 23.35 -12.75 -23.92
H 22.68 -13.50 -25.32
O 24.30 -16.56 -21.39
C 25.30 -17.20 -21.67
O 25.62 -17.41 -22.94
C 26.82 -18.21 -23.05
C 27.48 -18.15 -21.68
C 26.27 -17.94 -20.76
H 27.48 -17.75 -23.79
H 26.61 -19.22 -23.38
H 28.19 -17.35 -21.54
H 27.97 -19.10 -21.45
H 26.48 -17.38 -19.86
H 25.81 -18.87 -20.42
O 21.50 -15.81 -22.71
C 21.01 -16.34 -23.69
O 21.51 -16.11 -24.89
C 20.72 -16.76 -25.91
C 19.41 -17.08 -25.21
C 19.85 -17.30 -23.76
H 21.16 -17.67 -26.31
H 20.56 -16.03 -26.70
H 18.92 -17.93 -25.67
H 18.71 -16.23 -25.21
H 20.27 -18.30 -23.61
H 19.10 -17.12 -22.99
*
```

---

No. 5
The following is a DFT calculation (the ωB97M-V functional and the def2-TZVPD basis) of a structure of composition C17H24HoI2N5O5S.

Output
- Frontier orbital gap (spin up / spin down): 6.96 / 6.94 eV
- DFT total energy: -3253.88548 Eh

```
! wB97M-V def2-TZVPD RIJCOSX def2/J DEFGRID3
* xyz 0 5
Ho -0.52 1.50 -0.35
O 0.40 1.22 -2.89
C 1.47 0.99 -3.81
C 2.78 1.39 -3.17
N 3.07 0.73 -1.91
C 3.38 -0.67 -1.84
C 2.46 -1.44 -0.89
O 2.79 -2.14 0.01
O 0.65 -1.90 -2.75
C 3.40 1.56 -0.77
C 2.06 1.78 -0.09
O 1.54 0.79 0.51
O 1.37 2.80 -0.33
H -0.44 0.91 -3.25
H 1.32 1.59 -4.71
H 1.47 -0.07 -4.10
H 2.76 2.46 -2.97
H 3.58 1.21 -3.91
H 4.40 -0.88 -1.49
H 3.25 -1.12 -2.83
H 3.85 2.50 -1.07
H 4.07 1.02 -0.10
C -2.40 -4.50 -0.59
C -0.95 -4.65 -0.14
N -0.09 -3.62 -0.71
C -0.13 -2.36 -0.27
S 0.66 -1.21 -1.42
N -0.72 -2.03 0.82
N -0.83 -0.68 1.13
C -1.32 -0.49 2.30
C -1.74 -1.58 3.24
C -1.46 0.91 2.79
C -2.10 1.20 3.99
C -2.09 2.50 4.46
C -1.42 3.47 3.74
C -0.84 3.11 2.54
N -0.88 1.87 2.06
H -3.03 -5.26 -0.13
H -2.48 -4.61 -1.67
H -2.78 -3.52 -0.32
H -0.53 -5.62 -0.44
H -0.87 -4.58 0.94
H 0.21 -3.71 -1.68
H -1.37 -2.55 2.91
H -2.83 -1.63 3.27
H -1.38 -1.38 4.24
H -2.60 0.42 4.54
H -2.59 2.74 5.39
H -1.36 4.49 4.09
H -0.33 3.84 1.93
I -1.56 4.08 -2.31
C -1.93 3.47 -0.27
I -2.67 -0.04 -1.77
H -3.02 3.34 -0.23
H -1.69 4.38 0.29
*
```

---

No. 6
The following is a DFT calculation (the ωB97M-V functional and the def2-TZVPD basis) of an isolated molecule of C17H24N2O2.

Output
- SMILES: Cc1ccc(C(C)C)c(OCC(=O)NN=C2CCCC2)c1
- ΔE to the lowest compared entry with this formula, charge and spin: 52.9 kcal/mol
- Frontier orbital gap: 8.75 eV
- DFT total energy: -922.16436 Eh

```
! wB97M-V def2-TZVPD RIJCOSX def2/J DEFGRID3
* xyz 0 1
C -0.04 -3.12 0.57
C 1.12 -2.18 0.36
C 2.42 -2.60 0.60
C 3.47 -1.71 0.42
C 3.26 -0.40 0.02
C 4.45 0.53 -0.14
C 4.58 1.03 -1.57
C 4.36 1.69 0.85
C 1.94 0.02 -0.22
O 1.76 1.31 -0.63
C 0.45 1.82 -0.70
C -0.20 1.90 0.67
O 0.36 2.30 1.67
N -1.50 1.49 0.73
N -2.15 0.93 -0.32
C -3.34 0.52 -0.21
C -4.05 -0.11 -1.38
C -5.24 -0.83 -0.74
C -5.60 0.07 0.44
C -4.25 0.53 0.99
C 0.90 -0.88 -0.04
H -0.92 -2.78 0.03
H 0.22 -4.12 0.22
H -0.28 -3.18 1.63
H 2.62 -3.61 0.91
H 4.48 -2.04 0.61
H 5.35 -0.05 0.10
H 5.48 1.63 -1.68
H 4.63 0.20 -2.27
H 3.72 1.65 -1.83
H 3.47 2.29 0.66
H 4.31 1.32 1.87
H 5.24 2.33 0.76
H 0.57 2.84 -1.07
H -0.18 1.26 -1.40
H -1.95 1.56 1.64
H -4.40 0.68 -2.05
H -3.39 -0.77 -1.94
H -4.92 -1.81 -0.37
H -6.06 -0.97 -1.43
H -6.17 0.93 0.08
H -6.20 -0.44 1.19
H -3.87 -0.18 1.73
H -4.31 1.52 1.46
H -0.12 -0.57 -0.23
*
```

---

No. 7
The following is a DFT calculation (the ωB97M-V functional and the def2-TZVPD basis) of an isolated molecule of C17H24N2O3.

Output
- SMILES: CCCOC(=O)C[C@@H]1C(=O)NCCN1Cc1ccccc1C
- ΔE to the lowest compared entry with this formula, charge and spin: 25.3 kcal/mol
- Frontier orbital gap: 9.38 eV
- DFT total energy: -997.45695 Eh

```
! wB97M-V def2-TZVPD RIJCOSX def2/J DEFGRID3
* xyz 0 1
C 5.41 1.58 -0.05
C 4.44 0.42 0.13
C 2.99 0.90 0.06
O 2.08 -0.20 0.10
C 1.78 -0.69 1.30
O 2.16 -0.22 2.34
C 0.92 -1.94 1.21
C 0.08 -2.03 -0.07
C 1.00 -2.33 -1.25
O 2.04 -2.96 -1.12
N 0.54 -1.98 -2.47
C -0.63 -1.15 -2.65
C -0.66 -0.17 -1.47
N -0.78 -0.86 -0.20
C -2.15 -1.11 0.22
C -2.95 0.16 0.33
C -4.04 0.35 -0.52
C -4.79 1.51 -0.45
C -4.47 2.48 0.48
C -3.39 2.29 1.32
C -2.62 1.14 1.26
C -1.46 0.95 2.20
H 6.43 1.22 0.01
H 5.26 2.33 0.72
H 5.27 2.05 -1.02
H 4.60 -0.05 1.10
H 4.59 -0.33 -0.64
H 2.77 1.58 0.90
H 2.79 1.41 -0.89
H 0.29 -1.98 2.10
H 1.61 -2.79 1.23
H -0.54 -2.93 0.01
H 1.12 -2.20 -3.26
H -1.54 -1.76 -2.66
H -0.56 -0.62 -3.60
H 0.27 0.40 -1.46
H -1.50 0.53 -1.57
H -2.09 -1.59 1.21
H -2.67 -1.81 -0.46
H -4.29 -0.41 -1.24
H -5.64 1.65 -1.11
H -5.05 3.39 0.54
H -3.13 3.06 2.04
H -1.67 0.14 2.89
H -0.56 0.70 1.64
H -1.29 1.85 2.78
*
```

---

No. 8
The following is a DFT calculation (the ωB97M-V functional and the def2-TZVPD basis) of an isolated molecule of C17H24N2O3.

Output
- SMILES: COCCN(CCOC)Cc1c(C)[nH]c2ccccc2c1=O
- ΔE to the lowest compared entry with this formula, charge and spin: 63.5 kcal/mol
- Frontier orbital gap: 8.58 eV
- DFT total energy: -997.39605 Eh

```
! wB97M-V def2-TZVPD RIJCOSX def2/J DEFGRID3
* xyz 0 1
C -1.41 -2.43 3.71
O -1.47 -2.29 2.32
C -1.31 -0.95 1.90
C -1.31 -0.86 0.37
N -0.17 -1.42 -0.32
C -0.17 -2.87 -0.38
C -0.57 -3.35 -1.78
O -1.92 -3.02 -2.03
C -2.35 -3.40 -3.30
C 1.12 -0.86 0.06
C 1.15 0.64 -0.06
C 0.95 1.26 -1.26
C 0.68 0.49 -2.51
N 0.98 2.61 -1.36
C 1.22 3.43 -0.29
C 1.25 4.82 -0.45
C 1.49 5.63 0.64
C 1.69 5.08 1.90
C 1.66 3.71 2.06
C 1.42 2.87 0.97
C 1.38 1.41 1.16
O 1.53 0.89 2.26
H -1.52 -3.49 3.93
H -0.45 -2.07 4.11
H -2.22 -1.87 4.20
H -0.38 -0.53 2.31
H -2.14 -0.33 2.29
H -2.19 -1.37 -0.02
H -1.38 0.20 0.10
H 0.82 -3.27 -0.15
H -0.88 -3.29 0.34
H 0.08 -2.87 -2.54
H -0.43 -4.44 -1.86
H -3.39 -3.10 -3.39
H -1.76 -2.91 -4.09
H -2.27 -4.49 -3.45
H 1.87 -1.29 -0.62
H 1.41 -1.12 1.09
H -0.01 -0.32 -2.29
H 0.27 1.14 -3.28
H 1.61 0.06 -2.89
H 0.82 3.04 -2.27
H 1.09 5.25 -1.43
H 1.51 6.70 0.51
H 1.88 5.72 2.75
H 1.81 3.25 3.02
*
```

---

No. 9
The following is a DFT calculation (the ωB97M-V functional and the def2-TZVPD basis) of an isolated molecule of C17H24N2O6S.

Output
- SMILES: CCN(CC)S(=O)(=O)c1ccc(C(=O)OCC(=O)N2CCOCC2)cc1
- ΔE to the lowest compared entry with this formula, charge and spin: 21.2 kcal/mol
- Frontier orbital gap: 8.93 eV
- DFT total energy: -1621.33132 Eh

```
! wB97M-V def2-TZVPD RIJCOSX def2/J DEFGRID3
* xyz 0 1
C -4.02 -2.33 -0.23
C -5.02 -1.23 -0.58
N -4.34 0.04 -0.77
C -4.98 1.00 -1.64
C -6.35 1.46 -1.15
S -3.71 0.68 0.65
O -3.55 2.10 0.48
O -4.41 0.20 1.80
C -2.05 -0.01 0.66
C -1.29 0.07 -0.49
C 0.00 -0.43 -0.49
C 0.52 -1.00 0.67
C 1.90 -1.55 0.71
O 2.39 -2.06 1.69
O 2.55 -1.40 -0.44
C 3.87 -1.91 -0.56
C 4.83 -0.79 -0.99
O 5.28 -0.76 -2.11
N 5.14 0.14 -0.06
C 4.65 0.26 1.29
C 3.75 1.50 1.38
O 4.45 2.66 0.99
C 4.95 2.55 -0.32
C 5.87 1.33 -0.47
C -0.25 -1.07 1.82
C -1.54 -0.57 1.82
H -3.61 -2.16 0.76
H -3.21 -2.35 -0.95
H -4.53 -3.29 -0.24
H -5.52 -1.47 -1.52
H -5.76 -1.15 0.22
H -5.06 0.55 -2.64
H -4.31 1.86 -1.70
H -6.74 2.23 -1.81
H -6.25 1.88 -0.15
H -7.06 0.63 -1.11
H -1.72 0.52 -1.37
H 0.61 -0.38 -1.38
H 4.18 -2.39 0.37
H 3.86 -2.64 -1.38
H 4.11 -0.62 1.62
H 5.51 0.41 1.95
H 3.41 1.67 2.40
H 2.86 1.36 0.73
H 5.49 3.47 -0.52
H 4.12 2.45 -1.04
H 6.19 1.20 -1.50
H 6.75 1.45 0.18
H 0.18 -1.51 2.71
H -2.17 -0.60 2.70
*
```